Record 1
Entry from OMol25: the molecule C7H12N2S (ωB97M-V/def2-TZVPD).

```
! RIJCOSX wB97M-V def2-TZVPD def2/J DEFGRID3
* xyz 0 1
C -0.77 2.60 -0.63
S 0.85 1.90 -0.14
C 1.04 0.22 -0.80
C 0.66 -0.06 -2.18
C -0.19 -0.74 0.15
N -1.45 -0.62 -0.12
C -2.07 -1.33 0.82
C -1.14 -1.91 1.70
N 0.06 -1.54 1.22
C 1.33 -2.00 1.72
H -0.79 2.35 -1.78
H -0.63 3.73 -0.37
H -1.74 2.27 -0.18
H 2.01 0.05 -0.56
H 1.25 0.49 -2.85
H 1.04 -1.07 -2.29
H -0.30 0.18 -2.55
H -3.16 -1.39 0.84
H -1.36 -2.74 2.44
H 2.04 -1.05 1.76
H 1.22 -2.30 2.77
H 1.80 -2.82 1.09
*
```

The calculation puts the HOMO energy at -8.0 eV. Its structure (SMILES) is CS[C@H](C)c1nccn1C. The value obtained for the frontier orbital gap is 8.74 eV.

=====

Record 2
Entry from OMol25: the molecule C5H8O (ωB97M-V/def2-TZVPD).

```
! RIJCOSX wB97M-V def2-TZVPD def2/J DEFGRID3
* xyz 0 1
C 1.74 -0.63 1.37
O 1.58 0.64 0.81
C 0.50 0.79 -0.02
C -0.59 0.17 -0.72
C -1.60 -0.87 -0.75
C -0.36 1.61 -0.87
H 2.71 -0.57 1.97
H 1.85 -1.41 0.72
H 0.94 -0.87 2.05
H -2.56 -0.58 -1.36
H -2.00 -1.04 0.29
H -1.34 -1.79 -1.35
H 0.06 2.13 -1.72
H -0.95 2.45 -0.41
*
```

The calculation puts the HOMO energy at -7.8 eV. Its structure (SMILES) is COC1=C(C)C1. The value obtained for the frontier orbital gap is 8.69 eV.

=====

Record 3
Entry from OMol25: a cluster of 10 separate species, C24H57Cl10NO5 in total (ωB97M-V/def2-TZVPD).

```
! RIJCOSX wB97M-V def2-TZVPD def2/J DEFGRID3
* xyz 0 1
C 2.78 -14.41 24.04
C 1.85 -15.31 23.28
N 1.79 -16.58 23.79
O 1.20 -15.01 22.32
H 2.25 -13.99 24.90
H 3.08 -13.57 23.43
H 3.66 -14.95 24.37
H 1.19 -17.28 23.42
H 2.22 -16.74 24.68
C 8.17 -13.00 27.23
C 6.73 -13.39 27.22
C 5.88 -12.47 26.37
O 6.64 -14.74 26.64
H 8.60 -13.07 26.24
H 8.69 -13.57 28.00
H 8.26 -11.95 27.56
H 6.32 -13.58 28.21
H 6.07 -11.39 26.45
H 4.80 -12.53 26.53
H 6.00 -12.66 25.30
H 6.99 -14.70 25.75
C -0.18 -13.93 19.18
C 0.12 -15.35 18.74
C 1.32 -15.39 17.79
O 0.36 -16.19 19.87
H -1.04 -13.93 19.85
H -0.27 -13.29 18.30
H 0.66 -13.55 19.78
H -0.71 -15.82 18.20
H 1.50 -16.41 17.45
H 2.22 -15.05 18.31
H 1.17 -14.79 16.90
H 0.98 -15.79 20.51
C 2.57 -9.71 16.00
C 4.05 -9.60 16.31
C 4.61 -10.90 16.76
O 4.79 -9.18 15.15
H 2.39 -10.62 15.42
H 2.26 -8.87 15.39
H 1.97 -9.75 16.91
H 4.20 -8.85 17.10
H 4.56 -11.69 16.01
H 4.14 -11.26 17.67
H 5.67 -10.82 17.03
H 4.27 -8.49 14.72
C 7.92 -4.61 24.36
C 8.51 -5.94 24.80
C 7.81 -7.16 24.26
O 9.91 -5.99 24.38
H 7.74 -4.57 23.28
H 8.58 -3.80 24.66
H 6.96 -4.42 24.86
H 8.60 -5.96 25.89
H 7.99 -7.24 23.18
H 6.72 -7.10 24.31
H 8.18 -8.03 24.78
H 9.95 -6.35 23.49
Cl -0.76 -5.89 20.94
C -0.02 -7.39 21.57
C -0.04 -8.49 20.52
Cl 1.00 -8.13 19.12
H -0.63 -7.79 22.39
H 0.97 -7.14 21.91
H -1.04 -8.66 20.15
H 0.32 -9.40 21.00
Cl 4.19 -11.08 20.44
C 3.18 -11.00 21.91
C 4.05 -10.71 23.10
Cl 3.30 -10.92 24.73
H 2.59 -11.92 21.95
H 2.39 -10.26 21.78
H 4.49 -9.72 23.05
H 4.87 -11.43 23.07
Cl 3.73 -7.57 21.37
C 4.44 -7.23 19.78
C 4.36 -5.77 19.40
Cl 5.30 -4.72 20.49
H 3.96 -7.84 19.02
H 5.48 -7.54 19.78
H 3.34 -5.41 19.38
H 4.76 -5.65 18.39
Cl 7.24 -9.26 20.98
C 8.60 -10.40 21.26
C 9.22 -10.29 22.63
Cl 8.05 -10.76 23.92
H 9.35 -10.18 20.49
H 8.23 -11.39 21.01
H 9.44 -9.25 22.84
H 10.07 -10.95 22.72
Cl 1.07 -7.95 24.65
C 2.34 -7.30 25.74
C 3.23 -6.27 25.11
Cl 2.32 -4.93 24.36
H 2.93 -8.16 26.06
H 1.84 -6.88 26.60
H 3.86 -6.67 24.33
H 3.84 -5.82 25.89
*
```

The calculation puts the HOMO energy at -9.5 eV. Its structure (SMILES) is CC(N)=O.CC(C)O.CC(C)O.CC(C)O.CC(C)O.ClCCCl.ClCCCl.ClCCCl.ClCCCl.ClCCCl. The value obtained for the frontier orbital gap is 9.76 eV.

=====

Record 4
Entry from OMol25: a cluster of 2 separate species, C2HNO4 in total (ωB97M-V/def2-TZVPD).

```
! RIJCOSX wB97M-V def2-TZVPD def2/J DEFGRID3
* xyz 0 1
O -2.99 -0.09 -2.01
C -1.95 -0.15 -1.56
N -0.80 -0.20 -1.28
O 0.04 -0.57 -0.30
H 0.20 -1.48 -0.36
O -0.74 2.90 -0.91
C -0.48 2.56 0.14
O -0.23 2.16 1.16
*
```

The calculation puts the HOMO energy at -10.4 eV. Its structure (SMILES) is O=C=NO.O=C=O. The value obtained for the frontier orbital gap is 10.67 eV.

=====

Record 5
Entry from OMol25: a structure of composition C22H28BaF9N7O6 (ωB97M-V/def2-TZVPD).

```
! RIJCOSX wB97M-V def2-TZVPD def2/J DEFGRID3
* xyz 0 1
Ba 0.44 -0.07 0.39
N 0.40 -0.27 3.43
C 0.09 -1.59 3.97
C -0.76 -2.45 3.03
N -0.24 -2.62 1.69
C 0.79 -3.63 1.46
C 2.21 -3.15 1.70
N 2.62 -2.11 0.75
H 1.09 0.20 4.01
H -0.40 0.35 3.40
H -0.44 -1.54 4.93
H 1.04 -2.09 4.17
H -1.75 -1.99 2.94
H -0.90 -3.41 3.54
H -1.01 -2.74 1.03
H 0.71 -3.95 0.42
H 0.62 -4.51 2.09
H 2.85 -4.04 1.64
H 2.32 -2.76 2.71
H 2.57 -2.49 -0.20
H 3.59 -1.86 0.92
C -3.83 0.44 2.45
C -3.68 0.09 1.01
N -2.58 -0.34 0.43
C -2.91 -0.55 -0.90
C -4.23 -0.24 -1.10
N -4.69 0.16 0.13
C -5.20 -0.24 -2.23
O -4.75 -0.62 -3.40
O -6.32 0.17 -2.03
C -1.91 -1.05 -1.89
O -2.26 -1.16 -3.08
O -0.76 -1.34 -1.44
H -2.84 0.53 2.90
H -4.40 -0.32 2.99
H -4.34 1.40 2.57
H -5.65 0.46 0.27
H -3.78 -0.92 -3.33
C 0.48 -3.26 -3.74
C 1.65 -2.77 -2.94
O 2.00 -3.30 -1.89
N 2.31 -1.70 -3.45
C 3.47 -1.10 -2.82
C 3.32 0.39 -2.61
C 4.15 1.28 -3.26
C 3.99 2.64 -3.06
C 2.98 3.07 -2.22
C 2.19 2.11 -1.61
N 2.34 0.80 -1.78
H -0.43 -2.84 -3.30
H 0.44 -4.34 -3.68
H 0.54 -2.95 -4.78
H 1.93 -1.26 -4.27
H 4.36 -1.29 -3.43
H 3.61 -1.61 -1.87
H 4.93 0.90 -3.92
H 4.64 3.35 -3.56
H 2.80 4.11 -2.03
H 1.39 2.42 -0.93
F -1.29 2.62 3.24
C -1.43 3.59 2.31
F -2.61 3.37 1.71
F -1.52 4.75 2.98
C -0.25 3.53 1.28
O -0.04 2.27 0.92
C 1.02 4.14 1.94
F 0.98 5.47 2.06
F 1.22 3.62 3.16
F 2.11 3.84 1.21
C -0.66 4.41 0.05
F 0.43 4.70 -0.70
F -1.50 3.74 -0.75
F -1.23 5.57 0.38
*
```

The calculation puts the HOMO energy at -9.1 eV. The value obtained for the frontier orbital gap is 9.08 eV.

=====

> The highest HOMO energy belongs to which entry?

C5H8O

=====

> Among the records above, which one has the lowest HOMO energy?

C2HNO4

=====

> What is the formula in the first record?

C7H12N2S